# 1
ORCA calculation (the ωB97M-V functional and the def2-TZVPD basis) on a 3-piece molecular cluster, C5H8O3 overall.

Computed properties:
HOMO energy (spin up / spin down) (eV): -8.18 / -8.18
Strongest force on any atom (eV Å⁻¹): 3.54
Energy relative to the best compared isomer or geometry (same formula, charge and spin) (kcal/mol): 129.56

Each atom is followed by the atoms it is bonded to, with distances in Å.
Element x y z (Å)
1 C 0.628 0.262 0.461  C2 1.506, C4 1.373, H11 1.084
2 C 0.881 -1.115 1.013  C1 1.506, H12 1.090, H13 1.090, H14 1.089
3 C -1.414 0.589 0.787  O6 1.353, O8 1.197
4 C 0.191 0.509 -0.817  C1 1.373, C5 1.300
5 C -0.401 0.681 -1.962  C4 1.300, H15 1.082, H16 1.082
6 O -2.149 -0.540 0.660  C3 1.353, H9 0.978
7 O 2.159 0.488 -0.886  H10 0.969
8 O -1.814 1.590 1.305  C3 1.197
9 H -3.018 -0.382 1.079  O6 0.978
10 H 2.430 -0.368 -1.249  O7 0.969
11 H 0.936 1.125 1.040  C1 1.084
12 H 1.930 -1.182 1.303  C2 1.090
13 H 0.259 -1.299 1.889  C2 1.090
14 H 0.662 -1.886 0.275  C2 1.089
15 H -1.478 0.756 -2.037  C5 1.082
16 H 0.198 0.772 -2.859  C5 1.082

What are the natural (NBO) partial charges on each atom? They are as follows, in elementary charge units: atom 1 (C): -0.104, atom 2 (C): -0.634, atom 3 (C): 0.701, atom 4 (C): 0.332, atom 5 (C): -0.456, atom 6 (O): -0.719, atom 7 (O): -0.936, atom 8 (O): -0.602, atom 9 (H): 0.485, atom 10 (H): 0.442, atom 11 (H): 0.267, atom 12 (H): 0.244, atom 13 (H): 0.236, atom 14 (H): 0.226, atom 15 (H): 0.250, atom 16 (H): 0.267

***

# 2
ORCA calculation (the ωB97M-V functional and the def2-TZVPD basis) on a 2-piece molecular cluster, C5H12NO2 overall.

Computed properties:
HOMO energy (spin up / spin down) (eV): -12.08 / -12.08
Total charge: +1
Strongest force on any atom (eV Å⁻¹): 5.41
Energy relative to the best compared isomer or geometry (same formula, charge and spin) (kcal/mol): 108.29

Each atom is followed by the atoms it is bonded to, with distances in Å.
Element x y z (Å)
1 C -1.752 0.952 -0.656  N6 1.300, H9 1.103, H10 1.116
2 C 1.027 0.029 -0.340  O7 1.320, O8 1.235
3 C -3.291 -0.570 0.587  N6 1.416, H11 1.142, H12 1.140, H13 1.088
4 C 2.569 1.751 0.552  O7 1.452, H14 1.041, H15 1.200, H16 1.146
5 C 2.055 -2.063 -0.713  O8 1.461, H17 1.137, H18 1.180, H19 1.136
6 N -2.264 0.386 0.397  C1 1.300, C3 1.416, H20 1.070
7 O 2.217 0.426 0.072  C2 1.320, C4 1.452
8 O 0.908 -1.161 -0.648  C2 1.235, C5 1.461
9 H -1.934 0.656 -1.703  C1 1.103
10 H -1.122 1.864 -0.532  C1 1.116
11 H -3.252 -1.408 -0.189  C3 1.142
12 H -3.252 -1.046 1.622  C3 1.140
13 H -4.304 -0.197 0.453  C3 1.088
14 H 1.767 2.307 0.914  C4 1.041
15 H 3.185 2.317 -0.307  C4 1.200
16 H 3.330 1.612 1.397  C4 1.146
17 H 2.767 -1.480 -1.380  C5 1.137
18 H 1.844 -3.134 -1.161  C5 1.180
19 H 2.441 -2.216 0.344  C5 1.136
20 H -2.008 0.897 1.302  N6 1.070

What are the natural (NBO) partial charges on each atom? They are as follows, in elementary charge units: atom 1 (C): 0.125, atom 2 (C): 0.422, atom 3 (C): -0.461, atom 4 (C): -0.252, atom 5 (C): -0.325, atom 6 (N): -0.439, atom 7 (O): -0.535, atom 8 (O): -0.484, atom 9 (H): 0.237, atom 10 (H): 0.249, atom 11 (H): 0.247, atom 12 (H): 0.253, atom 13 (H): 0.248, atom 14 (H): 0.187, atom 15 (H): 0.212, atom 16 (H): 0.218, atom 17 (H): 0.216, atom 18 (H): 0.233, atom 19 (H): 0.215, atom 20 (H): 0.435